Computed, not measured: the ion C3H5N2 with charge +1 at a distorted geometry, with the ωB97M-V functional and the def2-TZVPD basis.

The geometry in XYZ format:
```
10
C3H5N2 (the ωB97M-V functional and the def2-TZVPD basis)
H -1.031 -1.254 -1.134
H 1.249 -1.107 -0.293
C 0.865 1.368 0.112
N -0.333 1.697 0.049
H -1.590 -1.007 0.578
N 0.526 -0.601 0.201
H 1.907 1.694 0.014
C -0.855 -0.645 -0.262
C -1.254 0.813 -0.422
H 0.515 -0.957 1.158
```

The HOMO-LUMO gap (spin up / spin down) comes out at 7.642 / 8.238 eV. The calculation puts the relative energy (zero: lowest compared OMol25 entry of this formula, charge and spin) at 632.4 kJ/mol. The value obtained for the HOMO energy (spin up / spin down) is -0.5176 / -0.5401 hartree. The charge is +1.